(1)
{
  "formula": "C4H12NO",
  "method": "ωB97M-V/def2-TZVPD",
  "multiplicity": 2,
  "energy_ev": -7855.456,
  "total_charge": 2,
  "homo_lumo_gap_ev": [10.880, 4.037],
  "s2": 0.75,
  "e_homo_ev": [-20.47, -19.61],
  "e_above_lowest_kcal_mol": 110.63,
  "elements": ["C", "C", "C", "C", "N", "H", "H", "H", "H", "H", "H", "H", "H", "H", "H", "H", "H", "O"],
  "coordinates": [[0.27, -2.47, 0.59], [-0.71, -1.16, 0.52], [0.14, 0.15, 0.69], [-1.33, 2.24, 0.61], [-0.46, 1.46, 0.08], [0.06, -3.05, 1.55], [0.21, -3.17, -0.27], [1.28, -2.13, 0.59], [-1.10, -0.95, -0.49], [-1.51, -1.39, 1.32], [0.41, 0.47, 1.76], [1.21, -0.10, 0.32], [-2.10, 1.91, 1.36], [-1.10, 3.37, 0.28], [-0.09, 1.89, -0.69], [2.04, -0.53, -1.73], [1.80, 0.00, -2.92], [1.47, 0.12, -2.02]],
  "lowdin_charge": [0.053, -0.044, -0.053, 0.225, 0.075, 0.137, 0.170, 0.067, 0.155, 0.206, 0.207, 0.154, 0.158, 0.211, 0.115, 0.009, 0.105, 0.051]
}

---

(2)
{
  "formula": "C3H12N4O",
  "method": "ωB97M-V/def2-TZVPD",
  "energy_ev": -11308.203,
  "homo_lumo_gap_ev": [8.457, 8.455],
  "e_homo_ev": [-7.89, -7.89],
  "e_above_lowest_kcal_mol": 143.12,
  "smiles": "CN(N)N=O.CNC",
  "elements": ["C", "C", "N", "N", "O", "H", "H", "H", "H", "H", "H", "C", "N", "N", "H", "H", "H", "H", "H", "H"],
  "coordinates": [[2.09, -0.17, 1.26], [1.74, 1.34, -0.63], [1.18, 0.35, 0.28], [-0.02, -1.24, -0.72], [0.09, -2.21, -0.03], [1.74, -1.15, 1.60], [2.21, 0.50, 2.11], [3.10, -0.33, 0.85], [2.64, 0.96, -1.14], [1.00, 1.60, -1.38], [2.03, 2.25, -0.09], [-2.39, -0.90, 0.39], [-1.27, -0.18, -0.20], [-1.65, 0.62, -1.31], [0.00, 0.42, 0.41], [-2.27, 1.38, -1.01], [-2.12, 0.07, -2.02], [-2.95, -1.47, -0.37], [-3.12, -0.22, 0.86], [-2.03, -1.61, 1.14]],
  "lowdin_charge": [-0.139, -0.145, -0.231, 0.039, -0.036, 0.065, 0.075, 0.078, 0.076, 0.060, 0.071, -0.118, -0.312, 0.014, 0.129, 0.081, 0.070, 0.074, 0.080, 0.070]
}

---

(3)
{
  "formula": "C4H6OS",
  "method": "ωB97M-V/def2-TZVPD",
  "energy_ev": -17125.413,
  "homo_lumo_gap_ev": 8.415,
  "e_homo_ev": -9.01,
  "e_above_lowest_kcal_mol": 62.66,
  "smiles": "S=CC[C@H]1CO1",
  "elements": ["C", "C", "C", "C", "H", "H", "H", "H", "H", "H", "O", "S"],
  "coordinates": [[0.50, -0.74, -1.57], [0.67, -0.60, -0.11], [0.11, 0.68, 0.46], [-1.27, 0.71, 1.02], [-0.49, -0.87, -1.90], [1.77, -0.55, 0.12], [0.44, -1.50, 0.45], [0.44, 1.62, 0.07], [-1.97, 1.62, 1.08], [-1.80, -0.27, 1.18], [-0.11, 0.64, 1.89], [1.72, -0.74, -2.71]],
  "lowdin_charge": [-0.609, -0.245, -0.294, -0.112, 0.028, 0.125, 0.127, 0.140, 0.130, 0.123, -0.068, 0.654]
}

---

(4)
{
  "formula": "C53H48BIrN8O7PS4",
  "method": "ωB97M-V/def2-TZVPD",
  "multiplicity": 2,
  "energy_ev": -138144.131,
  "homo_lumo_gap_ev": [8.091, 6.389],
  "s2": 0.76,
  "e_homo_ev": [-7.63, -7.65],
  "e_above_lowest_kcal_mol": 0.00,
  "elements": ["Ir", "O", "S", "O", "O", "C", "C", "C", "C", "C", "C", "P", "C", "C", "C", "C", "C", "C", "C", "C", "C", "C", "C", "C", "H", "H", "H", "H", "H", "H", "H", "H", "H", "H", "H", "H", "H", "H", "C", "C", "C", "C", "C", "C", "C", "S", "O", "O", "N", "C", "C", "C", "C", "C", "N", "H", "H", "H", "H", "H", "H", "H", "H", "H", "H", "H", "C", "N", "C", "C", "N", "B", "N", "C", "C", "N", "C", "C", "S", "C", "S", "H", "H", "H", "H", "H", "H", "H", "H", "H", "H", "H", "H", "O", "C", "N", "C", "C", "O", "N", "C", "C", "C", "C", "C", "C", "C", "C", "C", "C", "C", "C", "H", "H", "H", "H", "H", "H", "H", "H", "H", "H", "H"],
  "coordinates": [[0.29, 1.79, -0.25], [-2.95, 3.37, -1.32], [-2.90, 2.78, -0.01], [-2.70, 3.66, 1.10], [-1.97, 1.58, 0.00], [-4.47, 2.01, 0.28], [-5.60, 2.78, 0.05], [-6.85, 2.25, 0.30], [-6.97, 0.95, 0.79], [-5.85, 0.18, 1.01], [-4.58, 0.71, 0.77], [-3.08, -0.30, 0.92], [-3.37, -1.38, 2.34], [-4.00, -0.82, 3.45], [-4.12, -1.54, 4.63], [-3.58, -2.82, 4.72], [-2.92, -3.37, 3.63], [-2.79, -2.65, 2.46], [-3.13, -1.28, -0.61], [-2.70, -0.71, -1.81], [-2.87, -1.40, -3.00], [-3.43, -2.67, -3.01], [-3.86, -3.24, -1.82], [-3.72, -2.54, -0.63], [-5.49, 3.78, -0.34], [-7.74, 2.85, 0.12], [-7.95, 0.53, 0.98], [-5.95, -0.83, 1.38], [-4.38, 0.19, 3.41], [-4.61, -1.09, 5.48], [-3.67, -3.38, 5.64], [-2.48, -4.36, 3.70], [-2.22, -3.06, 1.64], [-2.24, 0.27, -1.83], [-2.55, -0.94, -3.93], [-3.56, -3.20, -3.95], [-4.32, -4.22, -1.82], [-4.11, -2.98, 0.28], [2.94, -3.63, 3.95], [2.13, -2.38, 3.75], [0.75, -2.38, 3.93], [0.01, -1.21, 3.77], [0.66, -0.04, 3.41], [2.03, -0.02, 3.22], [2.76, -1.19, 3.38], [-0.28, 1.45, 3.30], [0.12, 2.29, 4.41], [-1.67, 1.09, 3.22], [0.29, 2.12, 1.94], [0.11, 3.48, 1.75], [0.02, 4.56, 2.63], [-0.15, 5.81, 2.06], [-0.21, 5.99, 0.68], [-0.09, 4.89, -0.12], [0.07, 3.68, 0.42], [2.30, -4.51, 4.00], [3.50, -3.58, 4.89], [3.66, -3.77, 3.15], [0.25, -3.29, 4.22], [-1.06, -1.21, 3.91], [2.52, 0.90, 2.93], [3.83, -1.18, 3.22], [0.04, 4.41, 3.69], [-0.24, 6.67, 2.72], [-0.35, 6.97, 0.25], [-0.12, 4.92, -1.20], [3.32, 4.33, 1.72], [3.05, 4.64, 0.32], [3.09, 5.89, -0.24], [2.84, 5.72, -1.56], [2.67, 4.38, -1.81], [2.77, 3.93, -3.33], [2.36, 2.47, -3.69], [3.13, 1.75, -4.58], [2.47, 0.63, -4.91], [1.28, 0.65, -4.21], [0.28, -0.39, -4.24], [1.24, 1.77, -3.47], [-0.11, 2.28, -2.49], [2.79, 3.73, -0.65], [2.57, 2.03, -0.35], [3.21, 5.24, 2.30], [4.34, 3.95, 1.82], [2.63, 3.58, 2.07], [3.28, 6.77, 0.34], [2.79, 6.44, -2.36], [3.95, 4.01, -3.61], [2.11, 4.72, -3.95], [4.10, 2.11, -4.89], [2.73, -0.20, -5.54], [0.78, -1.34, -4.46], [-0.46, -0.18, -5.01], [-0.20, -0.44, -3.27], [-0.88, -1.02, 1.03], [0.01, -1.22, 0.20], [0.53, -2.47, -0.02], [1.59, -2.42, -1.00], [1.61, -0.89, -1.30], [2.40, -0.41, -2.07], [0.60, -0.28, -0.61], [1.21, -3.10, -2.31], [2.14, -3.15, -3.34], [1.78, -3.68, -4.58], [0.49, -4.15, -4.79], [-0.43, -4.10, -3.76], [-0.08, -3.58, -2.52], [2.92, -2.89, -0.43], [3.27, -4.23, -0.51], [4.47, -4.68, 0.03], [5.33, -3.79, 0.65], [4.97, -2.45, 0.74], [3.77, -2.00, 0.21], [0.45, -3.17, 0.69], [3.13, -2.76, -3.18], [2.51, -3.72, -5.37], [0.21, -4.56, -5.75], [-1.44, -4.46, -3.91], [-0.81, -3.51, -1.73], [2.62, -4.93, -1.02], [4.74, -5.73, -0.05], [6.27, -4.13, 1.06], [5.64, -1.74, 1.22], [3.52, -0.95, 0.28]],
  "lowdin_charge": [0.924, -0.303, 0.487, -0.255, -0.543, -0.243, -0.039, -0.057, -0.065, -0.073, -0.277, 1.238, -0.328, -0.091, -0.063, -0.074, -0.085, -0.109, -0.282, -0.061, -0.066, -0.097, -0.076, -0.078, 0.124, 0.109, 0.107, 0.111, 0.114, 0.109, 0.105, 0.106, 0.100, 0.074, 0.103, 0.105, 0.107, 0.097, -0.037, -0.266, -0.030, -0.050, -0.279, -0.045, -0.040, 0.625, -0.294, -0.303, -0.199, -0.426, -0.006, -0.047, -0.056, -0.129, -0.113, 0.076, 0.086, 0.063, 0.108, 0.096, 0.105, 0.110, 0.103, 0.111, 0.108, 0.110, -0.014, -0.102, -0.042, -0.064, 0.013, -0.410, 0.006, -0.047, -0.036, -0.113, -0.015, -0.648, 0.704, -0.629, 0.729, 0.097, 0.098, 0.057, 0.126, 0.124, 0.079, 0.079, 0.117, 0.125, 0.073, 0.101, 0.054, -0.065, -0.499, 0.182, -0.263, -0.471, 0.053, 0.019, -0.156, -0.043, -0.087, -0.087, -0.076, -0.018, -0.136, -0.025, -0.077, -0.094, -0.080, -0.013, 0.164, 0.129, 0.106, 0.102, 0.093, 0.105, 0.120, 0.103, 0.103, 0.108, 0.106]
}